81
Properties=species:S:1:pos:R:3 method="wB97M-V/def2-TZVPD" molar_mass_g_mol=617.07 homo_lumo_gap_ev=8.46 total_charge=-1 lumo_energy_ha=0.090 homo_energy_ev=-6.00
Cl -1.172 -0.855 0.922
O -2.411 -0.160 0.680
O -1.107 -1.229 2.310
O -1.052 -1.952 -0.006
O -0.041 0.039 0.650
O 1.974 -5.590 -1.002
C 1.593 -5.137 0.039
O 0.476 -5.590 0.652
C 0.109 -4.728 1.740
C 1.342 -3.945 2.125
C 2.224 -4.021 0.847
H -0.233 -5.347 2.573
H -0.751 -4.104 1.496
H 1.894 -4.397 2.947
H 1.167 -2.892 2.331
H 3.247 -4.273 1.112
H 2.193 -3.108 0.255
O 4.342 1.880 -0.597
C 3.411 2.629 -0.547
O 3.488 3.827 0.070
C 2.205 4.514 0.062
C 1.312 3.718 -0.929
C 2.006 2.378 -1.100
H 2.414 5.512 -0.310
H 1.837 4.473 1.084
H 1.303 4.315 -1.840
H 0.317 3.691 -0.487
H 2.142 2.081 -2.134
H 1.628 1.591 -0.446
O -6.227 -1.925 -3.872
C -5.099 -2.110 -3.510
O -4.796 -2.966 -2.509
C -3.408 -2.801 -2.132
C -2.722 -2.292 -3.388
C -3.839 -1.473 -4.056
H -3.029 -3.752 -1.772
H -3.371 -2.055 -1.336
H -2.529 -3.144 -4.049
H -1.771 -1.792 -3.219
H -3.792 -1.569 -5.137
H -3.822 -0.420 -3.769
N -0.618 2.738 2.184
C 0.445 2.859 3.050
C 0.566 4.185 3.377
C -0.501 4.881 2.737
C -1.223 3.953 2.028
H -1.020 1.846 1.935
H 1.045 1.990 3.259
H 1.374 4.600 3.957
H -0.723 5.927 2.866
H -2.140 4.085 1.482
N 1.789 -2.481 -3.965
C 2.027 -1.323 -4.665
C 1.642 -0.277 -3.880
C 1.166 -0.805 -2.644
C 1.289 -2.168 -2.741
H 2.191 -3.365 -4.223
H 2.378 -1.292 -5.682
H 1.651 0.765 -4.164
H 0.752 -0.317 -1.778
H 1.036 -2.876 -1.968
N -1.484 1.794 -1.470
C -1.255 2.198 -2.753
C -2.165 3.161 -3.079
C -3.022 3.322 -1.953
C -2.555 2.480 -0.977
H -0.868 1.242 -0.887
H -0.425 1.812 -3.321
H -2.153 3.698 -4.014
H -3.916 3.914 -1.847
H -2.934 2.297 0.013
C 1.579 -0.749 4.269
C 1.961 -0.072 5.545
O 2.571 0.971 5.551
C 1.486 -0.718 6.831
H 1.385 -1.822 4.304
H 2.359 -0.620 3.519
H 0.631 -0.318 3.932
H 0.410 -0.870 6.807
H 1.745 -0.039 7.644
H 2.072 -1.627 6.975


19
Properties=species:S:1:pos:R:3 method="wB97M-V/def2-TZVPD" molar_mass_g_mol=100.16 homo_lumo_gap_ev=8.73 de_lowest_ev=4.978 total_charge=0 lumo_energy_ha=-0.013 homo_energy_ev=-9.09
C -1.853 -0.520 -1.489
C -0.945 -0.277 -0.296
O -1.616 -0.767 0.845
C 0.392 -0.974 -0.503
C 1.569 -0.233 -1.024
C 1.618 -0.842 0.343
C 0.953 1.437 1.932
H -1.392 -0.134 -2.404
H -2.819 -0.030 -1.342
H -2.025 -1.595 -1.607
H -0.754 0.805 -0.199
H -0.982 -0.781 1.574
H 0.273 -2.032 -0.750
H 1.456 0.852 -1.059
H 2.270 -0.620 -1.759
H 1.431 0.476 1.695
H 0.813 2.028 1.024
H 1.626 1.955 2.616
H -0.015 1.251 2.404


99
Properties=species:S:1:pos:R:3 method="wB97M-V/def2-TZVPD" molar_mass_g_mol=986.82 homo_lumo_gap_ev=6.52 total_charge=+2 lumo_energy_ha=-0.245 homo_energy_ev=-13.17
Zr 0.420 0.005 -0.036
C 3.145 -1.146 1.775
O 2.040 -0.217 1.708
C 1.714 0.485 2.874
C 2.506 0.429 4.006
C 2.130 1.162 5.127
C 0.981 1.936 5.107
C 0.192 1.980 3.968
C 0.548 1.243 2.848
N -0.246 1.252 1.642
N -1.418 1.741 1.815
C -2.274 1.992 0.811
C -1.901 1.946 -0.552
O -0.770 1.356 -0.873
C -2.691 2.553 -1.539
C -3.888 3.100 -1.166
C -4.372 3.088 0.171
C -5.633 3.632 0.487
C -6.080 3.613 1.781
C -5.283 3.042 2.785
C -4.050 2.502 2.504
C -3.572 2.529 1.188
H 4.069 -0.605 1.976
H 2.947 -1.884 2.551
H 3.198 -1.620 0.797
H 3.406 -0.165 4.036
H 2.754 1.129 6.009
H 0.703 2.518 5.974
H -0.699 2.591 3.937
H -2.358 2.550 -2.566
H -4.513 3.554 -1.926
H -6.238 4.061 -0.301
H -7.045 4.030 2.032
H -5.647 3.023 3.803
H -3.476 2.045 3.297
C -1.840 -0.891 -3.000
C -1.506 -1.802 -1.824
C -2.609 -1.860 -0.789
O -0.273 -1.370 -1.203
H -2.630 -0.181 -2.750
H -2.179 -1.480 -3.852
H -0.964 -0.331 -3.329
H -1.322 -2.816 -2.189
H -2.768 -0.886 -0.308
H -2.429 -2.604 -0.014
H -3.550 -2.111 -1.282
F 8.533 -0.153 -4.198
C 7.285 -0.417 -3.805
C 6.407 -0.979 -4.710
C 5.108 -1.244 -4.297
C 4.698 -0.951 -2.998
C 5.629 -0.413 -2.107
C 6.925 -0.129 -2.501
Sb 2.767 -1.385 -2.275
C 2.246 0.724 -1.876
C 2.757 1.261 -0.677
C 2.526 2.578 -0.286
C 1.849 3.399 -1.170
F 1.620 4.660 -0.828
C 1.404 2.945 -2.402
C 1.564 1.610 -2.725
C 1.706 -1.685 -4.045
C 0.852 -2.786 -4.117
C 0.121 -3.052 -5.264
C 0.246 -2.187 -6.334
F -0.461 -2.424 -7.440
C 1.086 -1.088 -6.308
C 1.821 -0.849 -5.158
H 6.741 -1.204 -5.712
H 4.429 -1.697 -5.005
H 5.360 -0.205 -1.076
H 7.656 0.293 -1.826
H 3.428 0.658 -0.078
H 2.925 2.977 0.637
H 0.905 3.634 -3.071
H 1.149 1.245 -3.658
H 0.756 -3.464 -3.277
H -0.530 -3.912 -5.344
H 1.166 -0.453 -7.179
H 2.504 -0.007 -5.149
O -4.318 0.372 5.314
C -3.805 -0.808 5.916
N -2.748 -1.307 5.086
C -2.959 -2.274 4.148
O -3.971 -2.923 4.040
C -1.795 -2.505 3.219
C -1.274 -3.774 3.025
C -0.240 -3.939 2.115
C 0.202 -2.841 1.405
N -0.309 -1.612 1.574
C -1.292 -1.455 2.471
H -5.168 0.574 5.723
H -4.568 -1.583 5.982
H -3.403 -0.593 6.909
H -1.867 -0.820 5.079
H -1.675 -4.616 3.574
H 0.208 -4.906 1.935
H 0.967 -2.951 0.643
H -1.695 -0.458 2.592


9
Properties=species:S:1:pos:R:3 method="wB97M-V/def2-TZVPD" molar_mass_g_mol=76.15 homo_lumo_gap_ev=10.98 de_lowest_ev=2.358 smiles="C=C(F)[SiH3]" total_charge=0 lumo_energy_ha=0.034 homo_energy_ev=-10.06
C 1.056 1.221 0.015
C 0.642 -0.039 0.140
F 1.700 -0.984 -0.095
Si -1.194 -0.705 0.082
H 0.600 2.173 -0.027
H 2.115 1.225 0.105
H -1.377 -1.902 0.931
H -2.337 0.244 0.151
H -1.206 -1.232 -1.302


81
Properties=species:S:1:pos:R:3 method="wB97M-V/def2-TZVPD" molar_mass_g_mol=536.59 homo_lumo_gap_ev="3.94 / 3.94" total_charge=+1 lumo_energy_ha="-0.180 / -0.180" homo_energy_ev="-8.85 / -8.85"
Sc -0.913 -4.086 -0.688
C -0.848 1.173 -1.018
C -1.328 0.794 0.283
C 0.677 1.907 0.526
C 0.372 1.880 -0.855
C -0.390 1.270 1.230
C -1.482 0.933 -2.325
H -2.449 0.384 -2.250
H -0.823 0.338 -2.985
H -1.654 1.907 -2.831
C 1.193 2.486 -1.912
H 0.739 2.323 -2.897
H 2.200 2.034 -1.901
H 1.291 3.571 -1.736
C 1.933 2.422 1.106
H 2.168 3.421 0.710
H 2.769 1.756 0.831
H 1.860 2.482 2.197
C -0.463 1.080 2.694
H 0.061 1.900 3.223
H 0.007 0.110 3.004
H -1.517 1.062 3.016
C -2.564 0.046 0.592
H -3.072 0.494 1.457
H -2.360 -1.010 0.835
H -3.251 0.055 -0.261
C -1.222 -5.410 -2.247
C -2.313 -4.549 -2.150
C -3.549 -4.843 -1.312
C -3.659 -4.320 0.136
C -2.354 -4.281 0.907
C -1.473 -5.378 0.863
C -1.640 -6.636 0.060
C -1.095 -6.662 -1.419
H -3.745 -5.925 -1.318
H -4.387 -4.981 0.673
H -4.385 -4.378 -1.852
H -1.738 -7.452 -1.873
H -0.424 -5.226 -2.978
H -2.588 -3.845 -3.009
H -0.032 -6.984 -1.378
H -1.091 -7.407 0.639
H -0.604 -5.369 1.520
H -2.698 -6.952 0.069
H -4.143 -3.323 0.163
H -2.336 -3.587 1.760
P -3.207 -1.751 -2.876
P 0.495 -2.054 3.714
C 0.484 -3.041 1.037
C 0.618 -3.512 2.477
H 1.314 -3.453 0.425
H 0.625 -1.953 0.923
H -0.157 -4.246 2.860
H 1.603 -4.029 2.619
C 1.758 -2.393 5.008
H 1.683 -1.605 5.775
H 2.746 -2.311 4.532
H 1.641 -3.379 5.481
C -1.133 -2.615 4.380
H -0.987 -3.525 4.976
H -1.806 -2.849 3.536
H -1.616 -1.838 4.990
C -2.355 -1.819 -4.486
H -2.625 -0.874 -4.986
H -2.694 -2.717 -5.030
H -1.262 -1.840 -4.360
C -4.915 -1.900 -3.462
H -5.543 -1.475 -2.653
H -5.228 -2.954 -3.659
H -4.983 -1.254 -4.354
O 0.188 -2.712 -1.848
C 1.309 -2.098 -1.948
C 2.402 -2.524 -2.900
C 3.570 -1.668 -2.460
C 2.919 -0.596 -1.609
O 3.463 0.470 -1.285
N 1.637 -1.006 -1.253
H 2.637 -3.582 -2.795
H 2.142 -2.341 -3.949
H 4.300 -2.235 -1.857
H 4.126 -1.202 -3.278


15
Properties=species:S:1:pos:R:3 method="wB97M-V/def2-TZVPD" molar_mass_g_mol=94.14 homo_lumo_gap_ev=9.22 de_lowest_ev=8.249 total_charge=+1 lumo_energy_ha=-0.206 homo_energy_ev=-14.84
C -2.264 2.412 0.252
C -1.431 1.318 0.274
C -0.659 -0.270 0.454
C 0.005 1.550 -0.455
C -1.046 -1.645 0.816
C 1.622 -0.280 -0.552
N 0.321 0.173 -0.219
H -0.165 1.888 -1.395
H 0.724 2.303 -0.035
H -1.976 -2.095 0.353
H -1.129 -1.785 1.884
H -0.192 -2.222 0.556
H 1.520 -1.044 -1.394
H 2.293 -0.825 0.124
H 2.378 0.522 -0.665


17
Properties=species:S:1:pos:R:3 method="wB97M-V/def2-TZVPD" molar_mass_g_mol=91.13 homo_lumo_gap_ev=10.98 de_lowest_ev=1.499 total_charge=+1 lumo_energy_ha=-0.116 homo_energy_ev=-14.13
C 2.421 0.620 -0.337
C 1.114 0.014 0.005
C 0.038 -0.123 -0.791
N -0.948 -1.120 -0.336
N 0.926 -0.414 1.355
H 2.480 1.658 0.024
H 2.404 0.799 -1.418
H 3.311 0.106 0.027
H -0.120 0.195 -1.810
H -0.899 -2.017 -0.829
H -1.936 -0.842 -0.470
H -0.728 -1.345 0.648
H 1.658 -0.980 1.765
H 0.846 0.397 1.958
H -4.109 0.855 0.534
H -3.243 1.432 -0.513
O -3.213 0.765 0.188